a) Molecular formula: CFIO
Method: DFT, ωB97M-V/def2-TZVPD

Properties
- net charge = 0
- HOMO (eV) = -10.6
- orbital gap (Eh) = 0.382
- SMILES = O=C(F)I

Each line ends with the Mulliken charge.
Element x y z (Å)
I: 1.900 0.051 0.004  0.107
F: -0.712 -1.148 0.004  -0.162
O: -0.952 0.999 0.006  -0.316
C: -0.237 0.099 -0.014  0.372

b) Molecular formula: CFIO
Method: DFT, ωB97M-V/def2-TZVPD

Properties
- net charge = 0
- HOMO (eV) = -10.3
- orbital gap (Eh) = 0.326

Each line ends with the Mulliken charge.
Element x y z (Å)
I: -0.835 -0.118 3.068  0.397
F: -0.223 -1.522 1.924  -0.397
O: 0.783 0.312 -2.119  -0.155
C: 0.231 0.498 -1.160  0.155

Least stable = b)

a) Molecular formula: C2H4FNO
Method: DFT, ωB97M-V/def2-TZVPD

Properties
- net charge = 0
- HOMO (alpha / beta) (eV) = -9.5 / -9.5
- orbital gap (alpha / beta) (Eh) = 0.346 / 0.346

Each line ends with the Mulliken charge.
Element x y z (Å)
F: 2.648 0.583 -0.825  -0.142
O: 2.248 2.408 -2.093  -0.335
N: 0.067 1.012 -0.451  -0.515
C: 1.976 1.538 -1.362  0.536
C: 0.313 0.046 0.588  -0.590
H: -0.209 0.543 -1.263  0.259
H: 0.806 0.426 1.540  0.260
H: 0.962 -0.772 0.274  0.250
H: -0.749 -0.230 0.930  0.278

b) Molecular formula: C2H4FNO
Method: DFT, ωB97M-V/def2-TZVPD

Properties
- net charge = 0
- HOMO (eV) = -9.8
- orbital gap (Eh) = 0.380
- SMILES = CO/C=N/F

Each line ends with the Mulliken charge.
Element x y z (Å)
F: -3.040 -0.055 -1.426  -0.145
O: 0.100 -0.107 0.295  -0.386
N: -1.722 0.347 -1.472  -0.326
C: 1.687 0.129 0.612  -0.363
C: -1.071 -0.071 -0.408  0.217
H: -1.739 -0.644 0.256  0.278
H: 1.575 0.229 1.686  0.221
H: 2.089 0.995 0.116  0.267
H: 2.121 -0.823 0.340  0.238

Least stable = b)

a) Molecular formula: C3H5NO4
Method: DFT, ωB97M-V/def2-TZVPD

Properties
- net charge = 0
- HOMO (eV) = -9.8
- orbital gap (Eh) = 0.388

Each line ends with the Mulliken charge.
Element x y z (Å)
O: -0.127 1.570 -0.842  -0.209
O: 0.263 -0.069 0.637  -0.284
O: -1.755 -1.680 -0.974  -0.219
O: 1.953 0.873 -0.566  -0.533
N: -1.465 1.078 -0.803  -0.391
C: -1.193 -0.932 -1.626  0.181
C: 1.168 -0.927 1.323  -0.708
C: 0.789 0.707 -0.357  0.791
H: 2.186 -0.590 1.157  0.342
H: -1.806 1.110 0.167  0.276
H: 0.923 -0.890 2.375  0.241
H: -1.987 1.688 -1.446  0.251
H: 1.050 -1.937 0.954  0.263

b) Molecular formula: C3H5NO4
Method: DFT, ωB97M-V/def2-TZVPD

Properties
- net charge = 0
- HOMO (eV) = -9.9
- orbital gap (Eh) = 0.392
- SMILES = COC(=O)O/C=N/O

Each line ends with the Mulliken charge.
Element x y z (Å)
O: -0.377 0.799 -0.555  -0.303
O: 0.699 -0.904 0.491  -0.603
O: 0.321 0.058 -3.950  -0.435
O: -0.818 0.388 1.581  -0.275
N: -0.035 0.794 -2.681  -0.234
C: -0.167 -0.012 0.567  0.771
C: -0.184 -0.129 2.814  -0.682
C: 0.021 -0.113 -1.721  0.139
H: -0.376 0.677 3.675  0.230
H: -0.673 -1.115 2.998  0.279
H: 0.490 0.972 -4.529  0.377
H: 0.269 -1.181 -1.529  0.361
H: 0.829 -0.232 2.838  0.374

Least stable = b)

a) Molecular formula: C2H7OS
Method: DFT, ωB97M-V/def2-TZVPD

Properties
- net charge = -1
- HOMO (eV) = -3.3
- orbital gap (Eh) = 0.267

Each line ends with the Mulliken charge.
Element x y z (Å)
S: -1.176 0.663 -1.143  -0.465
O: 1.380 2.167 -0.248  -1.052
C: -0.549 -0.065 0.455  -0.410
C: -0.225 -1.533 0.281  -0.985
H: 2.029 2.313 -0.946  0.155
H: 0.621 -1.659 -0.390  0.275
H: 0.310 0.573 0.675  0.344
H: -1.057 -2.109 -0.122  0.289
H: 0.004 -1.949 1.273  0.284
H: -1.335 0.099 1.187  0.256
H: -0.004 1.501 -1.022  0.309

b) Molecular formula: C2H7OS
Method: DFT, ωB97M-V/def2-TZVPD

Properties
- net charge = -1
- HOMO (eV) = -2.1
- orbital gap (Eh) = 0.222

Each line ends with the Mulliken charge.
Element x y z (Å)
S: 1.261 -1.560 -0.972  -0.762
O: -1.040 0.890 1.770  -0.522
C: 0.163 1.590 2.008  -0.470
C: 0.043 -1.651 -2.312  -0.809
H: -0.949 -1.839 -1.879  0.171
H: 1.004 0.882 2.010  0.234
H: 0.279 -2.387 -3.073  0.244
H: 0.051 2.025 2.998  0.212
H: -1.046 0.406 0.940  0.298
H: 0.399 2.304 1.223  0.218
H: -0.165 -0.660 -2.714  0.186

c) Molecular formula: C2H7OS
Method: DFT, ωB97M-V/def2-TZVPD

Properties
- net charge = -1
- HOMO (eV) = -2.2
- orbital gap (Eh) = 0.229

Each line ends with the Mulliken charge.
Element x y z (Å)
S: -0.189 -0.194 -0.674  -0.135
O: -0.397 -1.249 2.497  -0.836
C: 0.651 0.367 0.654  -0.973
C: 0.133 1.148 -2.093  -0.898
H: -0.049 -0.690 1.594  0.265
H: 1.143 1.494 -1.994  0.288
H: -0.633 1.911 -2.093  0.218
H: -1.081 -0.616 2.841  0.268
H: 1.685 0.105 0.816  0.264
H: 0.359 1.166 1.337  0.288
H: 0.072 0.625 -3.061  0.252

d) Molecular formula: C2H7OS
Method: DFT, ωB97M-V/def2-TZVPD

Properties
- net charge = -1
- HOMO (eV) = -2.3
- orbital gap (Eh) = 0.234

Each line ends with the Mulliken charge.
Element x y z (Å)
S: -1.458 0.351 -0.762  -0.730
O: 1.593 0.111 2.072  -0.526
C: 2.064 0.737 0.784  -0.343
C: -1.051 -1.325 -1.377  -0.711
H: 1.135 0.841 0.228  0.078
H: -1.700 -2.074 -0.894  0.184
H: -0.062 -1.722 -0.992  0.139
H: 1.024 -0.557 1.686  0.296
H: -1.099 -1.362 -2.482  0.201
H: 2.653 1.606 1.031  0.236
H: 2.592 -0.069 0.277  0.179

Least stable = c)

a) Molecular formula: C2H4N4S
Method: DFT, ωB97M-V/def2-TZVPD

Properties
- net charge = 0
- HOMO (eV) = -8.9
- orbital gap (Eh) = 0.340
- SMILES = [H]/N=C1\NN=CSN1

Each line ends with the Mulliken charge.
Element x y z (Å)
S: 0.571 0.367 -1.915  -0.058
N: -1.498 0.648 -0.262  -0.558
N: -0.880 -0.381 0.410  -0.018
N: 1.115 -1.068 1.549  -0.691
N: 1.225 0.248 -0.309  -0.348
C: 0.522 -0.464 0.611  0.509
C: -0.960 1.024 -1.374  -0.053
H: -1.297 -0.681 1.288  0.281
H: 0.445 -1.511 2.170  0.191
H: 2.215 0.029 -0.237  0.315
H: -1.457 1.789 -1.932  0.430

b) Molecular formula: C2H4N4S
Method: DFT, ωB97M-V/def2-TZVPD

Properties
- net charge = 0
- HOMO (eV) = -8.5
- orbital gap (Eh) = 0.306
- SMILES = [H]/N=c1\ncn(S)[nH]1

Each line ends with the Mulliken charge.
Element x y z (Å)
S: -2.283 -0.196 -0.159  -0.112
N: -0.638 0.041 0.146  0.095
N: 2.698 -0.736 -0.134  -0.653
N: 0.340 -0.906 -0.013  -0.352
N: 1.326 1.166 0.046  -0.563
C: -0.010 1.278 0.068  0.032
C: 1.570 -0.166 -0.079  0.452
H: 0.379 -1.473 0.946  0.309
H: -0.638 2.204 0.152  0.354
H: -2.331 -1.059 1.158  0.157
H: 3.669 -0.170 0.045  0.280

Least stable = b)

a) Molecular formula: C2H4N4S
Method: DFT, ωB97M-V/def2-TZVPD

Properties
- net charge = 0
- HOMO (eV) = -9.1
- orbital gap (Eh) = 0.348
- SMILES = Nc1n[nH]c(S)n1

Each line ends with the Mulliken charge.
Element x y z (Å)
S: 0.489 1.687 -2.355  -0.141
N: -0.346 0.910 0.056  -0.534
N: -0.035 -1.344 0.387  -0.629
N: -0.989 0.003 2.298  -0.549
N: 0.378 -0.932 -0.892  0.135
C: 0.168 0.389 -1.121  0.341
C: -0.463 -0.148 0.849  0.426
H: -0.525 -0.808 2.903  0.300
H: 0.651 -1.436 -1.784  0.264
H: 1.200 0.794 -3.029  0.110
H: -0.528 0.884 2.689  0.277

b) Molecular formula: C2H4N4S
Method: DFT, ωB97M-V/def2-TZVPD

Properties
- net charge = 0
- HOMO (eV) = -8.7
- orbital gap (Eh) = 0.311

Each line ends with the Mulliken charge.
Element x y z (Å)
S: 1.597 1.413 0.332  -0.099
N: 1.458 -0.983 -0.840  0.040
N: 3.349 -0.612 0.113  0.103
N: 3.037 0.345 0.758  -0.151
N: 2.715 -1.215 -0.813  -0.643
C: -0.583 -0.367 0.169  -0.847
C: 0.798 -0.126 -0.193  0.551
H: -0.929 -0.892 -0.765  0.298
H: -1.158 0.514 0.413  0.350
H: 1.604 1.822 -1.026  0.197
H: -0.632 -1.041 1.121  0.201

Least stable = b)